Computed, not measured: C30H29LuN5O4S3 as an isolated structure in a non-equilibrium geometry, with the ωB97M-V functional and the def2-TZVPD basis.

Atoms and positions in Å:
Lu  -0.1049  -0.5179  -0.1072
C  -2.3907  -2.9785  4.4784
C  -1.0980  -2.4767  4.4988
C  -0.7316  -1.4558  3.6363
C  -1.6538  -0.9271  2.7330
C  -2.9585  -1.4154  2.7403
C  -3.3204  -2.4371  3.6036
N  -1.1928  0.0414  1.7997
C  -1.6551  1.2895  1.7693
C  -2.6841  1.8063  2.6126
C  -3.0779  3.1052  2.5076
C  -2.4802  4.0055  1.5811
C  -1.4773  3.5768  0.7760
C  -1.0428  2.2241  0.8330
N  -0.0830  1.6923  0.0642
N  0.5814  2.4147  -0.7684
C  1.5209  1.7175  -1.4977
C  2.3687  2.4598  -2.3274
C  3.3389  1.8111  -3.0570
C  3.4581  0.4255  -2.9524
C  2.5798  -0.2457  -2.1330
N  1.6191  0.3639  -1.4253
H  -2.6708  -3.7840  5.1438
H  -0.3739  -2.8741  5.1982
H  0.2685  -1.0388  3.6769
H  -3.6878  -0.9957  2.0611
H  -4.3358  -2.8117  3.5892
H  -3.1338  1.1465  3.3412
H  -3.8632  3.4727  3.1563
H  -2.8254  5.0287  1.5367
H  -0.9846  4.2380  0.0763
H  2.2429  3.5325  -2.3543
H  4.0031  2.3678  -3.7046
H  4.2141  -0.1159  -3.5019
H  2.6303  -1.3256  -2.0441
C  -1.4182  0.8452  -3.8023
C  -1.4141  -0.6250  -4.1899
S  -0.5447  -1.6824  -2.9790
C  -1.7632  -3.0020  -2.7064
C  -3.0837  -2.5684  -2.0915
S  -2.9179  -1.5754  -0.5641
C  -4.0589  -0.2025  -0.9215
C  -3.7078  0.6531  -2.1310
S  -1.9736  1.2205  -2.1113
H  -2.0310  1.4176  -4.4983
H  -0.4054  1.2519  -3.8247
H  -0.9023  -0.7356  -5.1452
H  -2.4242  -1.0157  -4.3004
H  -1.2466  -3.7080  -2.0580
H  -1.9477  -3.4815  -3.6679
H  -3.6452  -3.4624  -1.8233
H  -3.6854  -1.9872  -2.7885
H  -4.0487  0.3989  -0.0101
H  -5.0585  -0.6195  -1.0446
H  -4.3375  1.5419  -2.1289
H  -3.8774  0.1189  -3.0646
O  0.3712  -4.7654  -0.4270
C  0.6036  -3.6445  -0.0395
O  -0.1650  -2.6034  -0.1848
C  1.9271  -3.2684  0.6105
C  3.1171  -3.9709  0.4677
C  4.3096  -3.4134  0.9187
C  4.3490  -2.1258  1.4415
C  3.1530  -1.4417  1.5688
C  1.9543  -2.0418  1.2441
N  3.0805  -0.0305  1.9048
O  4.0101  0.5086  2.4451
O  2.0443  0.5420  1.5551
H  3.1049  -4.9360  -0.0226
H  5.2303  -3.9717  0.8173
H  5.2788  -1.6439  1.7104
H  1.0248  -1.5674  1.5461

Forces on the atoms, in the same order (eV/Å):
-1.15 -1.26 -0.95
0.03 -0.03 0.01
0.00 -0.03 0.06
-0.04 0.05 -0.08
-0.01 -0.04 0.27
0.07 0.10 -0.01
-0.04 0.03 0.01
0.10 -0.10 -0.38
0.30 0.25 -0.09
-0.06 -0.03 0.07
0.07 -0.09 -0.02
0.01 0.10 -0.04
0.11 0.05 -0.10
-0.52 -0.03 0.49
0.86 1.57 -0.29
-0.61 0.40 0.58
0.50 -0.52 -0.28
-0.13 0.04 0.14
-0.01 -0.12 0.01
0.04 0.11 -0.02
0.02 -0.21 -0.04
-0.10 0.67 0.04
-0.01 0.02 0.00
0.00 0.00 -0.02
0.00 0.01 -0.03
-0.03 -0.02 -0.01
0.01 0.00 0.00
-0.02 0.04 0.01
0.00 -0.02 0.01
0.02 0.00 -0.01
-0.03 -0.01 -0.02
0.00 0.00 -0.01
0.00 0.02 0.02
-0.03 -0.03 0.01
-0.05 0.00 0.02
-0.10 0.00 0.34
0.25 -0.18 0.23
-0.12 0.03 -0.06
0.19 0.18 -0.02
0.10 0.13 0.26
-0.09 0.10 -0.16
0.24 -0.28 0.02
0.32 0.05 0.02
-0.16 0.09 -0.18
0.07 0.03 -0.06
0.00 0.04 -0.08
-0.10 0.00 -0.06
-0.01 0.03 -0.04
-0.01 -0.04 -0.04
-0.01 -0.07 0.03
-0.06 0.01 -0.07
-0.01 -0.05 -0.03
-0.04 0.01 0.00
-0.05 0.09 0.06
-0.06 -0.03 -0.08
-0.05 0.01 0.01
0.00 0.11 -0.01
0.38 -0.39 0.13
-0.01 -0.78 0.15
-0.18 0.13 0.06
-0.03 -0.02 -0.06
-0.01 -0.07 0.00
0.02 0.27 0.03
-0.07 -0.57 -0.13
0.09 0.04 -0.02
-0.09 0.29 0.05
-0.01 -0.07 -0.01
0.06 0.15 0.16
-0.02 0.00 0.02
0.01 0.03 -0.02
0.01 -0.02 0.00
0.26 -0.13 0.19

Spin multiplicity: 1
Charge: +1
Orbital gap (spin up / spin down), eV: 5.9 / 5.9

Here are the Löwdin charges for atoms 1 to 2, given in e: atom 1 (Lu): 1.56, atom 2 (C): -0.08

Computed, not measured: C30H30AsN4O6Tl as an isolated structure, with the ωB97M-V functional and the def2-TZVPD basis.

Atoms and positions in Å:
Tl  0.6559  0.1593  0.0538
C  -0.7840  -2.7693  -0.3300
C  0.5261  -3.0417  -1.0300
C  0.4974  -2.5673  -2.2812
C  -0.8010  -1.9103  -2.5056
C  -1.5384  -1.9891  -1.3909
H  -1.2992  -3.7500  -0.2344
H  1.3487  -3.5414  -0.5374
H  1.2972  -2.5915  -3.0086
H  -1.0768  -1.4096  -3.4233
H  -2.5083  -1.5427  -1.2230
O  1.6999  1.5314  2.2664
C  2.5342  2.4857  2.4112
C  3.4751  2.5037  3.4881
C  4.3884  3.5217  3.6570
C  4.4421  4.6030  2.7766
C  3.5401  4.6225  1.7203
C  2.6045  3.6149  1.5271
C  1.6877  3.6997  0.3693
N  0.4933  4.2563  0.3280
C  0.0479  4.0851  -0.9666
C  0.9703  3.4199  -1.7097
N  2.0150  3.1906  -0.8525
H  3.4443  1.6657  4.1755
H  5.0806  3.4776  4.4938
H  5.1625  5.4007  2.9094
H  3.5505  5.4517  1.0189
H  -0.9224  4.4300  -1.2865
H  0.9709  3.0446  -2.7154
H  2.7987  2.5885  -1.0440
C  -1.3646  1.8673  2.7590
As  -2.4806  1.8697  1.2064
C  -2.9205  3.7315  0.9341
C  -4.1288  1.0193  1.7240
O  -1.8592  1.1633  -0.1555
H  -1.7726  2.5848  3.4733
H  -0.3389  2.1320  2.4918
H  -1.3746  0.8678  3.1869
H  -3.5481  4.0837  1.7539
H  -3.4494  3.8358  -0.0120
H  -1.9860  4.2916  0.9125
H  -4.5477  1.5109  2.6028
H  -3.9202  -0.0263  1.9522
H  -4.8285  1.0775  0.8910
O  2.3846  -0.4654  -4.6087
C  1.5554  0.2053  -3.9747
O  1.5236  0.5190  -2.7629
C  0.3302  0.7062  -4.7731
C  -0.7683  1.2475  -4.1115
C  -1.8776  1.6973  -4.8199
C  -1.9009  1.6242  -6.2017
C  -0.7965  1.0832  -6.8450
C  0.3111  0.6158  -6.1586
N  -0.8166  1.0049  -8.3129
O  0.1565  0.5494  -8.8822
O  -1.8103  1.4083  -8.8987
H  -0.7403  1.2987  -3.0285
H  -2.7274  2.1058  -4.2875
H  -2.7441  1.9696  -6.7806
H  1.1585  0.1787  -6.6663
N  -0.6096  -2.1421  0.9606
C  -1.6608  -2.1609  1.7794
C  -2.9773  -2.6442  1.4858
C  -3.9802  -2.6543  2.4435
C  -3.7769  -2.1839  3.7363
C  -2.5011  -1.6931  4.0479
C  -1.4893  -1.6758  3.1179
H  -3.2089  -3.0006  0.4911
H  -4.9591  -3.0341  2.1626
H  -4.5717  -2.1942  4.4719
H  -2.2997  -1.3186  5.0480
H  -0.4996  -1.3186  3.3825

Forces on the atoms, in the same order (eV/Å):
-0.07 -0.09 0.00
-0.04 0.02 -0.01
0.00 0.00 0.00
0.00 -0.01 0.01
0.00 0.01 -0.01
-0.01 -0.01 -0.01
-0.01 0.00 0.01
0.00 0.00 0.00
0.01 0.00 0.00
0.00 0.00 0.00
0.02 0.00 -0.01
-0.05 0.09 -0.12
-0.02 -0.03 0.02
0.03 0.02 0.00
-0.01 -0.03 0.03
0.00 0.02 -0.03
0.00 0.03 0.03
0.03 -0.01 -0.04
-0.08 -0.10 0.07
0.00 0.04 -0.04
-0.02 0.04 0.01
0.01 -0.02 0.01
-0.02 -0.08 0.05
-0.01 -0.01 0.00
0.00 0.00 0.00
0.00 0.00 0.00
0.00 0.00 0.00
-0.01 0.02 0.02
0.01 -0.03 -0.03
-0.01 0.01 -0.01
0.00 0.02 0.04
0.05 -0.01 -0.10
-0.01 -0.03 -0.02
-0.01 0.00 0.01
0.05 0.08 0.14
0.00 0.00 0.00
0.02 -0.01 -0.04
0.00 -0.03 0.01
0.00 -0.01 0.00
0.01 0.01 -0.01
0.02 0.00 -0.02
0.00 0.00 0.00
0.02 -0.01 0.00
0.00 0.00 0.00
0.08 0.07 -0.05
-0.34 -0.14 0.11
0.33 0.08 0.02
0.02 0.06 -0.04
0.01 0.01 0.01
0.00 0.00 0.01
-0.01 0.00 -0.01
-0.02 -0.01 -0.02
0.00 0.00 0.02
0.01 0.04 0.03
0.00 -0.02 -0.01
-0.01 -0.01 -0.01
0.00 -0.01 -0.01
0.00 0.00 0.00
0.00 0.00 0.00
0.00 0.00 0.00
0.01 -0.02 -0.02
0.00 0.02 0.05
0.01 0.00 -0.02
0.00 -0.02 0.04
-0.02 0.00 -0.03
0.00 0.03 -0.01
0.01 -0.02 0.01
0.00 -0.01 0.00
0.00 0.00 0.00
0.00 0.00 0.00
0.00 0.00 0.00
0.00 0.02 0.00

Spin multiplicity: 1
Charge: -2
Orbital gap, eV: 5.2

Here are the Löwdin charges for atoms 1 to 2, given in e: atom 1 (Tl): 0.99, atom 2 (C): -0.44

Computed, not measured: C30H30BF2N7S3Sc as an isolated structure in a non-equilibrium geometry, with the ωB97M-V functional and the def2-TZVPD basis.

Atoms and positions in Å:
Sc  -0.4362  1.0098  -0.1804
C  -3.0854  -1.3701  -0.7744
C  -1.7707  -0.7786  -1.1929
C  -0.5062  -1.4599  -0.8319
C  0.6763  -1.0905  -1.4602
C  1.8695  -1.9972  -1.3909
C  0.7303  0.0821  -2.2305
C  -0.5253  0.7529  -2.6233
C  -0.4727  1.8244  -3.6686
C  -1.7175  0.2456  -2.1483
H  -3.4339  -2.1263  -1.4848
H  -3.8657  -0.6073  -0.7019
H  -3.0072  -1.8657  0.1967
H  -0.5346  -2.3660  -0.2404
H  1.7129  -2.8025  -2.1125
H  1.9792  -2.4620  -0.4137
H  2.7950  -1.4929  -1.6594
H  1.6538  0.3568  -2.7209
H  -0.2206  1.3938  -4.6419
H  0.2984  2.5703  -3.4465
H  -1.4262  2.3406  -3.7706
H  -2.6474  0.6703  -2.5153
S  1.8237  3.5220  0.0972
C  0.3235  4.0311  -0.6764
N  -0.7242  3.2945  -0.9206
C  -1.7228  4.0584  -1.5553
C  -2.9863  3.6007  -1.9338
C  -3.8452  4.4770  -2.5629
C  -3.4651  5.8006  -2.8224
C  -2.2200  6.2617  -2.4515
C  -1.3558  5.3744  -1.8097
S  0.2368  5.6661  -1.2029
H  -3.2844  2.5775  -1.7580
H  -4.8246  4.1318  -2.8665
H  -4.1569  6.4670  -3.3200
H  -1.9273  7.2842  -2.6505
S  -4.3986  0.5467  2.5733
C  -4.1117  1.7348  1.3781
C  -2.8921  1.5300  0.8430
N  -2.1754  0.4602  1.3450
C  -2.8608  -0.1294  2.2864
H  -4.8318  2.5010  1.1392
H  -2.4318  2.1467  0.0770
H  -2.5096  -1.0002  2.8225
C  0.7163  -0.2880  3.1180
C  1.7093  -0.1835  2.0183
N  1.6421  0.6938  0.9837
C  2.8636  0.5764  0.2896
C  3.5889  -0.3908  0.8534
N  2.8318  -0.8518  1.9554
C  3.3446  -1.8582  2.9110
N  3.5443  -3.1159  2.2793
N  4.8152  -3.4768  1.9098
N  4.7705  -4.6046  1.3174
C  3.4460  -5.0326  1.3010
C  2.8982  -6.2032  0.7645
C  1.5396  -6.3689  0.8920
C  0.7387  -5.3987  1.5435
C  1.2721  -4.2445  2.0715
C  2.6576  -4.0899  1.9237
H  -0.1868  0.2552  2.8585
H  1.1467  0.1457  4.0222
H  0.4509  -1.3268  3.3088
H  3.0553  1.1816  -0.5767
H  4.5368  -0.8330  0.5982
H  2.6587  -1.9391  3.7478
H  4.3107  -1.5122  3.2651
H  3.5228  -6.9396  0.2754
H  1.0696  -7.2581  0.4940
H  -0.3272  -5.5718  1.6242
H  0.6441  -3.5068  2.5556
F  1.9266  2.4698  2.6090
B  1.2518  2.2492  1.4418
F  -0.1639  2.2587  1.6251

Forces on the atoms, in the same order (eV/Å):
-1.25 -2.23 -2.37
0.01 -0.12 0.01
0.55 0.27 0.66
-0.46 0.55 0.04
-0.20 -0.03 -0.23
0.04 -0.01 -0.10
-0.48 0.64 0.39
0.63 -0.06 0.32
0.15 0.06 -0.09
-0.04 -0.46 -0.29
0.06 0.03 -0.01
0.03 -0.03 -0.02
0.01 0.04 -0.04
-0.07 -0.06 -0.04
0.02 0.00 0.01
0.01 -0.06 0.15
-0.01 0.01 0.00
-0.02 0.01 -0.11
0.00 -0.01 0.03
-0.04 -0.04 0.02
0.00 -0.03 0.00
0.00 -0.01 0.05
-0.29 0.03 0.01
0.12 -0.25 0.11
0.17 0.30 0.32
0.24 -0.54 0.23
-0.05 0.10 -0.06
0.02 0.03 0.00
-0.03 -0.06 0.00
0.03 0.00 0.01
-0.08 0.24 -0.10
0.12 0.24 -0.05
0.00 0.01 -0.02
0.00 0.03 -0.01
0.02 -0.01 0.01
0.02 -0.03 0.02
-0.19 -0.07 0.18
-0.08 -0.05 0.07
0.28 -0.15 0.10
-0.05 0.64 0.21
0.10 -0.05 -0.29
0.03 -0.04 0.02
-0.37 0.09 0.14
-0.03 0.04 0.00
0.05 0.03 -0.04
-0.78 0.24 -0.03
0.69 0.85 0.64
-0.41 -0.05 -0.13
-0.11 -0.26 0.49
1.11 -0.46 -0.14
-0.14 0.13 -0.36
0.33 0.06 0.26
-0.26 -0.20 -0.37
-0.35 0.33 0.33
0.60 -0.54 -0.41
-0.08 -0.01 0.02
-0.04 0.12 0.09
0.06 -0.10 -0.09
0.09 -0.02 -0.13
-0.41 0.36 0.18
0.05 0.01 0.01
-0.05 0.00 0.06
0.03 -0.02 0.00
0.01 0.02 0.00
-0.01 0.01 0.05
-0.13 0.04 0.00
0.07 0.00 0.05
-0.01 0.06 0.03
-0.02 0.03 0.02
0.03 -0.01 0.00
0.05 -0.03 0.01
-0.16 0.00 -0.13
0.22 0.26 0.25
0.65 0.16 0.05

Spin multiplicity: 1
Charge: +1
Orbital gap (spin up / spin down), eV: 5.4 / 5.4

Here are the Löwdin charges for atoms 1 to 2, given in e: atom 1 (Sc): 0.83, atom 2 (C): -0.06